No. 1
The following is a quantum chemistry calculation of a 2-piece molecular cluster, C3H5Br2NO3 overall in a non-equilibrium geometry, from the Open Molecules 2025 dataset.

LUMO level (alpha / beta): -3.3 / -2.7 eV
HOMO energy (alpha / beta): -9.801 / -10.724 eV
Electronic energy: -150904.2958 eV
Orbital gap (alpha / beta): 0.2377 / 0.2967 Ha
ΔE to the lowest compared entry with this formula, charge and spin: 49.8 kcal/mol

Positions of all 14 atoms, in Å:
C1 1.656 0.147 -0.008
C2 0.328 -0.545 -0.394
C3 -0.790 0.325 0.089
N1 -1.137 0.371 1.469
O1 -0.588 -0.445 2.183
O2 -1.914 1.229 1.823
O3 0.263 -0.821 -1.749
Br1 -2.993 -1.461 -0.623
Br2 -1.295 1.816 -0.864
H1 1.724 1.123 -0.487
H2 2.470 -0.480 -0.365
H3 1.738 0.255 1.069
H4 0.265 -1.511 0.122
H5 0.272 -0.003 -2.265

No. 2
The following is a quantum chemistry calculation of a 10-piece molecular cluster, H21O10 overall in a non-equilibrium geometry, from the Open Molecules 2025 dataset.

LUMO level: -3.0 eV
HOMO energy: -14.189 eV
Total charge: +1
Electronic energy: -20807.4117 eV
Orbital gap: 0.4123 Ha
ΔE to the lowest compared entry with this formula, charge and spin: 78.8 kcal/mol

Positions of all 31 atoms, in Å:
O1 1.639 1.965 -3.303
H1 1.625 2.974 -3.095
H2 -1.099 -0.462 3.168
O2 -2.448 -0.659 2.158
H3 -3.182 -1.289 2.023
H4 -2.290 -0.393 1.144
O3 0.239 -1.675 0.159
H5 1.092 -1.274 0.467
H6 -0.250 -1.685 0.952
O4 -0.813 1.291 1.943
H7 -1.279 0.775 2.727
H8 -0.075 1.634 2.426
O5 0.943 -2.692 -2.342
H9 0.736 -2.738 -1.269
H10 0.309 -3.241 -2.734
O6 1.034 -0.050 -1.737
H11 0.184 -0.425 -1.280
H12 1.048 -0.891 -2.192
O7 2.168 -0.898 2.267
H13 2.257 1.630 -2.625
H14 3.111 -0.853 2.194
O8 -0.815 1.312 -3.084
H15 -1.382 2.097 -3.454
H16 2.001 -1.356 3.076
O9 -0.667 -0.030 3.894
H17 0.319 1.471 -3.273
O10 -1.236 1.374 -0.562
H18 -1.487 2.121 -0.179
H19 -0.989 1.361 -1.894
H20 -0.059 -0.512 4.324
H21 -0.634 1.119 0.100

No. 3
The following is a quantum chemistry calculation of one molecule with the formula C4H9NO, from the Open Molecules 2025 dataset.

LUMO level: 0.5 eV
HOMO energy: -7.070 eV
Electronic energy: -7828.7041 eV
Orbital gap: 0.2779 Ha
ΔE to the lowest compared entry with this formula, charge and spin: 83.4 kcal/mol

Positions of all 15 atoms, in Å:
C1 2.059 -0.452 0.034
C2 0.885 0.486 -0.223
C3 -0.268 0.218 0.714
O1 -0.198 -0.302 1.798
N1 -1.586 0.624 0.215
C4 -2.197 -0.477 -0.695
H1 1.791 -1.482 -0.219
H2 2.922 -0.159 -0.570
H3 2.343 -0.427 1.089
H4 1.190 1.529 -0.046
H5 0.544 0.428 -1.261
H6 -1.570 1.492 -0.318
H7 -1.498 -0.535 -1.543
H8 -2.070 -1.389 -0.094
H9 -2.208 0.743 1.014

No. 4
The following is a quantum chemistry calculation of C29H29CoFN5O3 as an isolated structure in a non-equilibrium geometry, from the Open Molecules 2025 dataset.

LUMO level (alpha / beta): -2.9 / -3.4 eV
HOMO energy (alpha / beta): -7.124 / -10.212 eV
<S²>: 3.8183
Total charge: +1
Electronic energy: -84473.0250 eV
Spin multiplicity: 4
Orbital gap (alpha / beta): 0.1545 / 0.2488 Ha

Positions of all 68 atoms, in Å:
Co1 1.410 -0.121 -3.167
F1 -3.375 2.596 0.426
C1 -2.314 1.929 0.964
C2 -1.390 1.460 0.056
C3 -0.237 0.788 0.480
C4 0.719 0.324 -0.476
O1 0.486 0.495 -1.758
C5 1.891 -0.277 0.045
C6 2.058 -0.410 1.396
N1 1.114 -0.015 2.309
C7 1.489 -0.050 3.692
C8 0.776 -0.940 4.672
C9 2.167 -1.274 4.230
C10 -0.045 0.611 1.876
C11 -1.013 1.059 2.766
C12 -2.184 1.731 2.332
N2 -3.174 2.102 3.287
C13 -2.738 2.760 4.505
C14 -3.726 2.377 5.624
N3 -5.035 2.031 5.008
C15 -5.357 2.992 3.928
C16 -4.378 2.744 2.772
C17 2.991 -0.725 -0.869
O2 4.055 -1.103 -0.423
O3 2.704 -0.657 -2.130
H1 -1.532 1.626 -0.996
H2 2.967 -0.831 1.788
H3 1.837 0.914 4.060
H4 -0.024 -1.561 4.300
H5 0.621 -0.573 5.676
H6 2.280 -2.117 3.566
H7 2.991 -1.143 4.913
H8 -0.872 0.881 3.819
H9 -2.700 3.853 4.379
H10 -1.735 2.436 4.772
H11 -3.862 3.211 6.311
H12 -3.374 1.513 6.188
H13 -5.773 2.002 5.717
H14 -4.945 1.103 4.571
H15 -5.268 4.005 4.322
H16 -6.382 2.850 3.589
H17 -4.171 3.701 2.274
H18 -4.835 2.081 2.035
C18 3.477 -1.465 -4.952
N4 2.219 -0.760 -4.776
C19 1.502 -0.536 -5.848
C20 0.305 0.155 -5.645
C21 -0.751 0.628 -6.433
C22 -1.628 1.252 -5.558
C23 -1.081 1.140 -4.276
N5 0.079 0.478 -4.312
C24 3.511 -2.762 -4.181
C25 2.821 -3.872 -4.653
C26 2.845 -5.062 -3.947
C27 3.539 -5.146 -2.750
C28 4.235 -4.045 -2.281
C29 4.237 -2.865 -3.002
H19 4.288 -0.816 -4.608
H20 3.617 -1.680 -6.019
H21 1.829 -0.861 -6.828
H22 -0.853 0.523 -7.494
H23 -2.553 1.729 -5.808
H24 -1.486 1.515 -3.357
H25 2.278 -3.813 -5.587
H26 2.321 -5.927 -4.328
H27 3.545 -6.069 -2.191
H28 4.783 -4.099 -1.353
H29 4.805 -2.021 -2.642

No. 5
The following is a quantum chemistry calculation of C19H35N3OSV as an isolated structure in a non-equilibrium geometry, from the Open Molecules 2025 dataset.

LUMO level (alpha / beta): -5.6 / -5.6 eV
HOMO energy (alpha / beta): -12.079 / -13.367 eV
<S²>: 3.7794
Total charge: +2
Electronic energy: -63295.5250 eV
Spin multiplicity: 4
Orbital gap (alpha / beta): 0.2393 / 0.2867 Ha
ΔE to the lowest compared entry with this formula, charge and spin: 37.6 kcal/mol

Positions of all 60 atoms, in Å:
V1 0.362 -0.297 -0.086
C1 -2.064 -4.194 -1.407
C2 -1.608 -4.147 -0.101
C3 -0.959 -3.013 0.370
C4 -0.756 -1.911 -0.451
C5 -1.191 -1.994 -1.770
C6 -1.844 -3.117 -2.248
H1 -2.586 -5.066 -1.766
H2 -1.768 -4.992 0.551
H3 -0.610 -3.021 1.402
H4 -1.033 -1.153 -2.446
H5 -2.189 -3.147 -3.269
N1 -0.508 0.871 4.694
C7 0.869 0.531 4.240
C8 0.980 0.743 2.726
N2 -0.008 -0.051 2.006
C9 -1.356 0.280 2.451
C10 -1.524 0.068 3.958
H6 -0.682 1.872 4.527
H7 -0.597 0.712 5.707
H8 1.061 -0.515 4.491
H9 1.592 1.152 4.769
H10 1.985 0.453 2.402
H11 0.838 1.802 2.478
H12 0.173 -1.041 2.187
H13 -2.068 -0.350 1.908
H14 -1.565 1.320 2.181
H15 -1.384 -0.986 4.211
H16 -2.525 0.376 4.264
C11 -3.118 2.430 -2.710
C12 -2.318 2.847 -1.468
C13 -1.204 3.841 -1.848
C14 -3.259 3.465 -0.422
C15 -1.647 1.689 -0.920
N3 -0.996 0.820 -0.503
H17 -3.577 3.309 -3.155
H18 -3.902 1.727 -2.443
H19 -2.472 1.964 -3.448
H20 -1.640 4.748 -2.257
H21 -0.545 3.406 -2.596
H22 -0.611 4.105 -0.974
H23 -3.733 4.349 -0.838
H24 -2.712 3.761 0.470
H25 -4.039 2.762 -0.141
C16 4.536 -2.556 -1.108
C17 3.163 -2.730 -1.721
S1 2.081 -1.267 -1.453
O1 2.241 -0.976 0.012
C18 2.998 0.052 -2.367
C19 3.706 1.039 -1.463
H26 5.014 -3.526 -0.998
H27 4.456 -2.108 -0.119
H28 5.172 -1.934 -1.734
H29 2.612 -3.543 -1.249
H30 3.202 -2.893 -2.796
H31 2.221 0.566 -2.938
H32 3.683 -0.429 -3.059
H33 3.001 1.500 -0.766
H34 4.144 1.830 -2.066
H35 4.507 0.569 -0.901

No. 6
The following is a quantum chemistry calculation of a 15-piece molecular cluster, C59H120F36N15OP6 overall in a non-equilibrium geometry, from the Open Molecules 2025 dataset.

LUMO level: -6.7 eV
HOMO energy: -13.176 eV
Total charge: +3
Electronic energy: -241098.8595 eV
Orbital gap: 0.2364 Ha

Positions of all 237 atoms, in Å:
C1 15.602 -24.704 10.469
C2 16.922 -24.728 9.653
C3 16.881 -23.635 8.590
N1 18.076 -23.613 7.607
C4 17.904 -22.257 6.891
C5 18.713 -22.251 5.607
C6 18.435 -23.413 4.723
C7 18.728 -24.758 5.411
C8 17.837 -24.784 6.589
C9 19.455 -23.615 8.246
H1 15.635 -25.594 11.098
H2 14.729 -24.705 9.816
H3 15.692 -23.854 11.146
H4 17.096 -25.748 9.308
H5 17.810 -24.434 10.213
H6 16.754 -22.655 9.049
H7 15.961 -23.688 8.008
H8 16.874 -22.131 6.558
H9 18.229 -21.503 7.608
H10 18.426 -21.354 5.059
H11 19.785 -22.070 5.683
H12 17.377 -23.328 4.476
H13 19.049 -23.281 3.832
H14 18.391 -25.515 4.704
H15 19.799 -24.891 5.568
H16 16.779 -24.769 6.325
H17 17.929 -25.695 7.179
H18 20.096 -23.673 7.367
H19 19.653 -24.620 8.618
H20 19.560 -22.666 8.773
C10 23.555 -17.443 -2.682
C11 24.548 -17.741 -1.538
C12 24.245 -19.122 -0.984
N2 25.206 -19.712 0.098
C13 25.174 -18.834 1.382
C14 25.729 -19.503 2.690
C15 25.279 -21.010 2.805
C16 25.375 -21.940 1.532
C17 24.748 -21.227 0.283
C18 26.651 -19.819 -0.325
H21 22.507 -17.692 -2.519
H22 23.910 -17.779 -3.657
H23 23.716 -16.378 -2.850
H24 24.540 -16.976 -0.761
H25 25.601 -17.733 -1.821
H26 24.250 -19.927 -1.719
H27 23.260 -19.083 -0.519
H28 24.117 -18.655 1.581
H29 25.579 -17.852 1.136
H30 25.353 -18.919 3.530
H31 26.808 -19.492 2.844
H32 24.248 -21.043 3.156
H33 25.826 -21.592 3.548
H34 24.648 -22.736 1.696
H35 26.334 -22.340 1.202
H36 23.668 -21.112 0.198
H37 25.024 -21.661 -0.678
H38 27.205 -20.421 0.395
H39 27.022 -18.801 -0.442
H40 26.525 -20.296 -1.297
C19 29.447 -22.508 7.974
N3 27.951 -22.371 8.082
C20 27.708 -20.961 8.659
C21 27.385 -22.354 6.665
C22 27.390 -23.343 9.144
C23 27.439 -24.901 8.750
O1 28.730 -25.348 8.320
H41 29.803 -23.374 7.416
H42 29.858 -22.488 8.983
H43 29.937 -21.691 7.445
H44 26.675 -20.620 8.583
H45 28.402 -20.351 8.082
H46 28.077 -20.983 9.684
H47 26.301 -22.247 6.707
H48 27.559 -23.375 6.325
H49 27.751 -21.537 6.044
H50 26.359 -23.060 9.356
H51 27.942 -23.273 10.082
H52 26.719 -25.231 8.001
H53 26.939 -25.468 9.535
H54 29.226 -25.622 9.095
C24 21.154 -20.334 3.048
C25 20.725 -18.991 3.614
N4 21.399 -17.926 2.850
C26 20.981 -17.192 1.690
C27 21.981 -16.192 1.483
N5 22.990 -16.267 2.424
C28 22.594 -17.266 3.275
C29 24.213 -15.451 2.497
H55 20.668 -21.205 3.489
H56 22.138 -20.507 3.484
H57 21.123 -20.443 1.964
H58 21.001 -18.991 4.669
H59 19.650 -18.820 3.564
H60 20.140 -17.456 1.065
H61 22.076 -15.395 0.761
H62 23.177 -17.585 4.126
H63 25.111 -16.020 2.736
H64 24.040 -14.806 3.359
H65 24.428 -14.949 1.554
C30 27.507 -26.389 4.077
C31 26.904 -27.759 4.483
N6 25.517 -27.645 5.060
C32 24.499 -26.765 4.746
C33 23.412 -27.154 5.609
N7 23.717 -28.220 6.307
C34 24.953 -28.539 5.996
C35 22.873 -29.004 7.283
H66 27.022 -26.122 3.138
H67 28.589 -26.440 3.956
H68 27.273 -25.657 4.850
H69 27.531 -28.285 5.203
H70 26.734 -28.360 3.590
H71 24.573 -25.927 4.069
H72 22.466 -26.638 5.690
H73 25.544 -29.350 6.395
H74 22.452 -29.858 6.752
H75 21.946 -28.548 7.630
H76 23.399 -29.446 8.129
C36 22.118 -23.994 3.186
C37 21.658 -24.733 1.926
N8 21.393 -26.191 2.213
C38 20.143 -26.678 2.453
C39 20.291 -28.012 2.701
N9 21.597 -28.311 2.635
C40 22.312 -27.204 2.325
C41 22.215 -29.592 2.981
H77 21.334 -24.038 3.942
H78 22.303 -22.948 2.942
H79 23.068 -24.232 3.664
H80 22.306 -24.711 1.050
H81 20.728 -24.264 1.606
H82 19.237 -26.091 2.437
H83 19.616 -28.843 2.838
H84 23.374 -27.014 2.287
H85 22.759 -29.426 3.910
H86 22.881 -30.038 2.242
H87 21.395 -30.272 3.212
C42 22.619 -24.969 10.914
C43 22.654 -23.658 11.647
N10 21.698 -23.568 12.773
C44 21.980 -23.782 14.131
C45 20.855 -23.693 14.802
N11 19.790 -23.399 13.966
C46 20.341 -23.296 12.686
C47 18.426 -23.569 14.231
H88 23.153 -25.692 11.531
H89 23.116 -24.872 9.948
H90 21.576 -25.059 10.612
H91 22.418 -22.819 10.992
H92 23.663 -23.541 12.044
H93 22.966 -24.085 14.452
H94 20.765 -23.836 15.869
H95 19.850 -23.231 11.726
H96 17.836 -23.924 13.386
H97 17.942 -22.659 14.587
H98 18.276 -24.391 14.931
C48 26.583 -17.601 10.311
C49 27.505 -17.393 11.498
N12 27.975 -16.040 11.678
C50 27.307 -14.817 11.572
C51 28.107 -13.802 11.975
N13 29.310 -14.376 12.467
C52 29.273 -15.735 12.061
C53 30.555 -13.688 13.010
H99 27.205 -17.595 9.416
H100 25.682 -16.988 10.278
H101 26.177 -18.598 10.479
H102 28.396 -18.019 11.455
H103 27.071 -17.620 12.472
H104 26.264 -14.666 11.334
H105 27.930 -12.765 12.219
H106 30.059 -16.461 12.204
H107 30.311 -13.307 14.002
H108 30.886 -12.982 12.248
H109 31.321 -14.459 13.083
C54 22.561 -19.658 9.867
C55 21.515 -19.162 8.893
N14 21.126 -17.853 9.293
C56 21.862 -16.669 9.254
C57 21.134 -15.613 9.791
N15 19.874 -16.180 10.026
C58 19.882 -17.510 9.790
C59 18.761 -15.428 10.581
H110 23.526 -19.199 9.650
H111 22.692 -20.737 9.942
H112 22.316 -19.322 10.875
H113 20.655 -19.824 8.991
H114 21.727 -19.232 7.826
H115 22.896 -16.706 8.945
H116 21.270 -14.556 9.969
H117 19.071 -18.222 9.831
H118 19.188 -14.455 10.822
H119 18.330 -15.912 11.458
H120 18.051 -15.228 9.779
P1 25.330 -17.579 6.514
F1 24.752 -18.053 7.902
F2 23.945 -16.763 6.464
F3 25.964 -16.316 7.250
F4 25.786 -16.897 5.073
F5 26.760 -18.431 6.779
F6 24.674 -18.772 5.651
P2 23.284 -22.883 6.661
F7 22.162 -22.452 7.730
F8 24.077 -23.722 7.751
F9 22.430 -24.221 6.362
F10 24.430 -23.410 5.634
F11 22.486 -22.016 5.505
F12 24.105 -21.484 7.144
P3 18.832 -29.225 6.144
F13 17.637 -28.244 5.504
F14 19.041 -30.099 4.730
F15 19.940 -28.148 5.688
F16 19.878 -30.159 7.012
F17 18.573 -28.333 7.456
F18 17.657 -30.251 6.499
P4 25.516 -26.002 0.307
F19 27.055 -25.698 0.716
F20 25.054 -25.555 1.786
F21 25.217 -24.463 -0.190
F22 24.010 -26.286 -0.076
F23 26.043 -26.365 -1.169
F24 25.601 -27.518 0.782
P5 29.845 -22.925 3.495
F25 30.064 -24.187 4.495
F26 31.382 -22.404 3.544
F27 30.164 -23.961 2.272
F28 29.570 -21.640 2.533
F29 28.242 -23.310 3.239
F30 29.407 -22.133 4.867
P6 27.109 -28.794 9.131
F31 27.572 -28.218 7.732
F32 26.055 -29.813 8.459
F33 28.340 -29.861 9.058
F34 26.567 -29.353 10.567
F35 28.107 -27.536 9.705
F36 25.995 -27.589 9.128

No. 7
The following is a quantum chemistry calculation of a 2-piece molecular cluster, C4H9NO overall in a non-equilibrium geometry, from the Open Molecules 2025 dataset.

LUMO level: 0.8 eV
HOMO energy: -9.336 eV
Electronic energy: -7829.2693 eV
SMILES string: C=CO.C=NC
Orbital gap: 0.3733 Ha
ΔE to the lowest compared entry with this formula, charge and spin: 70.3 kcal/mol

Positions of all 15 atoms, in Å:
C1 2.287 -0.584 1.013
C2 1.147 -1.265 1.069
O1 0.187 -1.035 2.021
H1 3.066 -0.582 0.266
H2 2.532 0.039 1.868
H3 0.915 -1.998 0.300
H4 -0.411 -0.455 1.495
C3 -1.143 -0.528 -1.150
N1 -1.292 0.348 -0.246
C4 -1.250 1.736 -0.759
H5 -1.136 -1.593 -0.944
H6 -1.278 -0.264 -2.204
H7 -2.083 1.862 -1.452
H8 -0.348 1.901 -1.356
H9 -1.193 2.420 0.078